Record 1
The following is a quantum chemistry calculation of a 2-piece molecular cluster, C3H8NO overall in a non-equilibrium geometry, from the OMol25 dataset.

Net charge: +1
E_HOMO (eV): -14.14

```
13
Properties=species:S:1:pos:R:3:forces:R:3:nbo_charge:R:1
C 0.75295 0.38151 0.49444 1.72 -0.04 0.27 -0.09
C 1.22909 1.38045 1.31524 1.22 -1.94 -1.00 -0.33
C -1.69085 0.22043 0.74452 5.54 -0.96 0.40 0.11
N -0.60221 0.22452 -0.00127 -1.78 -0.10 3.16 -0.41
H 1.30700 -0.54168 0.12667 0.06 2.18 -0.39 0.25
H 0.63911 1.61582 2.19191 -0.51 1.56 -0.57 0.22
H 2.34626 1.74065 1.26652 -2.24 -1.50 0.51 0.27
H -2.59849 -0.11501 0.36137 -1.64 0.07 -0.57 0.24
H -1.31612 0.18183 1.80622 -1.66 0.74 -0.77 0.23
H -0.52788 -0.12263 -0.94854 -0.61 -0.11 -1.10 0.48
H 0.02183 -1.25998 -3.15568 0.21 -0.22 0.96 0.51
H 0.26309 -2.35190 -2.01386 -0.21 2.22 -0.57 0.51
O 0.17620 -1.35401 -2.18752 -0.10 -1.89 -0.33 -0.99
```
Positions in Å, forces in eV/Å.



Record 2
The following is a quantum chemistry calculation of C5H11NS as an isolated structure in a non-equilibrium geometry, from the OMol25 dataset.

E_HOMO (eV): -8.59

```
18
Properties=species:S:1:pos:R:3:forces:R:3:nbo_charge:R:1
C -1.43079 1.24693 -0.02192 1.10 -0.99 1.31 -0.41
C -1.45941 -1.21891 0.08705 -0.15 1.20 0.83 -0.41
C 0.64996 -0.05502 0.19295 -0.73 0.09 -0.70 -0.06
C 1.57059 1.10558 -0.17718 -0.71 1.38 1.99 -0.52
C 1.63354 -1.13858 -0.29404 -0.93 -0.01 1.03 -0.50
H -2.50420 1.11000 -0.04670 -0.12 -0.17 -0.13 0.20
H -1.17254 2.06923 -0.67050 0.28 0.07 -0.40 0.20
H -1.14608 1.53602 1.01434 -0.38 0.18 -0.27 0.17
H -2.53605 -1.09873 -0.06968 0.23 0.12 -0.08 0.20
H -1.30969 -1.46775 1.16258 -0.02 0.11 -0.34 0.16
H -1.13997 -2.02893 -0.50827 0.40 -1.16 -0.55 0.20
H 0.63223 -0.12589 1.27331 -0.08 0.07 0.69 0.17
H 1.48630 1.95511 0.56445 0.32 -0.79 -0.85 0.22
H 1.40486 1.51439 -1.16083 0.25 -0.22 -0.55 0.22
H 1.46937 -1.30799 -1.33046 0.27 -0.08 -1.07 0.21
H 1.57130 -2.09168 0.23599 0.35 0.17 0.06 0.22
N -0.71671 -0.02392 -0.33445 -0.43 0.27 -0.38 -0.44
S 2.99731 0.02014 0.08336 0.35 -0.25 -0.58 0.19
```
Positions in Å, forces in eV/Å.



The records above give, respectively, ΔE to the lowest compared entry with this formula, charge and spin values of 253.7, 96.1 kJ/mol.